{"formula": "C2H4BrClIN", "method": "ωB97M-V with the def2-TZVPD basis set", "elements": ["C", "C", "N", "Cl", "Br", "I", "H", "H", "H", "H"], "coordinates": [[-0.144, -0.993, -0.884], [0.202, 1.045, 0.450], [-0.598, -0.047, 0.096], [0.323, 2.148, -0.876], [1.904, 0.605, 1.135], [-1.187, -1.055, 1.794], [-0.583, -1.983, -0.768], [-0.504, -0.564, -1.741], [0.915, -0.929, -0.738], [-0.328, 1.773, 1.532]], "relative_energy_kj_mol": 128.6, "orbital_gap_ev": 8.69, "max_force_ev_per_a": 5.01}